Record 1
Here is the ion C5H5N2S with charge +1 at a distorted geometry from the OMol25 dataset. Energies are from ωB97M-V with the def2-TZVPD basis set.

Values from the calculation:
- Molecular weight: 125.18 g mol⁻¹
- Net charge: +1
- HOMO-LUMO gap (spin up / spin down): 4.31 / 4.29 eV
- Energy relative to the best compared isomer or geometry (same formula, charge and spin): 4.3394 eV
- LUMO (spin up / spin down): -8.5117 / -8.4917 eV

Element x y z (Å)
C (0.999942, 0.922040, 1.597893)
C (-1.286906, -1.078223, -0.264039)
C (-1.534249, -1.483106, -1.510446)
C (0.583727, 0.504594, -0.517232)
C (-0.072682, 0.056986, 1.564268)
N (1.364693, 1.174314, 0.272150)
N (-0.341715, -0.179387, 0.235662)
S (-1.027682, -0.904449, -3.051601)
H (1.339218, 1.472996, 2.396054)
H (-1.630013, -1.660594, 0.703048)
H (-2.270460, -2.262216, -1.719670)
H (0.492066, 0.366959, -1.555766)
H (2.082792, 1.779982, -0.056208)

Forces on the atoms, in the same order (eV/Å):
C -2.35 -2.18 -1.41
C 2.42 0.38 6.80
C -0.81 -0.44 -6.38
C -0.92 0.06 -0.39
C 0.04 0.48 1.74
N -0.48 -0.63 -0.31
N -0.26 -0.39 -1.26
S -0.33 -0.33 2.43
H 1.07 0.96 1.47
H -0.08 1.16 -2.17
H 0.18 -0.05 0.97
H 0.90 0.43 -1.25
H 0.62 0.55 -0.25

Here are the Löwdin charges for atoms 1 to 6, given in e: C -0.04; C -0.03; C -0.48; C -0.04; C 0.03; N 0.15

Record 2
Here is a cluster of 2 separate species, C3H2N2O in total at a distorted geometry from the OMol25 dataset. Energies are from ωB97M-V with the def2-TZVPD basis set.

Values from the calculation:
- Molecular weight: 82.06 g mol⁻¹
- Net charge: 0
- HOMO-LUMO gap: 8.73 eV
- Energy relative to the best compared isomer or geometry (same formula, charge and spin): 3.6737 eV
- LUMO: -0.0591 eV

Element x y z (Å)
C (1.669830, 0.136309, -0.009009)
C (-0.819604, 0.792138, -0.017559)
C (1.089171, -1.120948, 0.054767)
N (2.179671, 1.138976, -0.010811)
N (0.580016, -2.121996, 0.284383)
O (-1.873242, 0.087330, -0.086921)
H (-0.967308, 1.718312, 0.556797)
H (-1.858534, -0.630119, -0.771644)

Forces on the atoms, in the same order (eV/Å):
C -1.10 -2.54 -0.19
C 1.39 -0.15 -1.39
C 0.03 0.19 0.38
N 1.94 2.77 0.04
N -0.08 -0.46 -0.24
O -2.10 -0.05 -0.22
H -0.78 -0.21 0.61
H 0.71 0.45 1.00

Here are the Löwdin charges for atoms 1 to 6, given in e: C -0.29; C -0.02; C -0.24; N 0.18; N 0.19; O 0.00